{
  "formula": "C23H42B2BaF4N6O4P",
  "method": "ωB97M-V/def2-TZVPD",
  "species": ["Ba", "C", "C", "N", "O", "B", "F", "F", "O", "N", "C", "C", "C", "N", "O", "B", "F", "F", "O", "N", "C", "C", "C", "H", "H", "H", "H", "H", "H", "H", "H", "H", "H", "H", "H", "C", "N", "C", "C", "C", "N", "C", "C", "H", "H", "H", "H", "H", "H", "H", "H", "H", "H", "H", "H", "H", "H", "H", "H", "C", "C", "C", "C", "C", "C", "H", "H", "H", "H", "H", "C", "P", "C", "C", "H", "H", "H", "H", "H", "H", "H", "H", "H"],
  "coordinates": [[0.366, 0.221, -0.415], [1.607, 3.701, 2.660], [1.066, 2.438, 2.092], [0.407, 2.340, 1.003], [0.129, 3.477, 0.274], [-0.118, 3.222, -1.197], [-0.948, 1.924, -1.287], [-0.885, 4.218, -1.688], [1.089, 3.030, -2.008], [1.664, 1.761, -1.952], [2.897, 1.643, -2.234], [3.837, 2.737, -2.589], [3.399, 0.211, -2.199], [4.070, -0.380, -1.285], [4.456, 0.243, -0.120], [3.624, 0.974, 0.811], [3.283, 2.262, 0.349], [4.232, 1.051, 2.036], [2.294, 0.176, 0.951], [1.784, 0.050, 2.263], [1.276, 1.107, 2.781], [0.844, 0.968, 4.209], [3.157, -0.588, -3.455], [1.399, 4.535, 1.997], [1.185, 3.895, 3.649], [2.688, 3.593, 2.773], [3.341, 3.702, -2.573], [4.651, 2.724, -1.862], [4.266, 2.557, -3.577], [1.109, -0.021, 4.572], [1.342, 1.716, 4.829], [-0.235, 1.115, 4.312], [3.902, -0.342, -4.216], [3.237, -1.652, -3.236], [2.177, -0.366, -3.881], [-2.681, -1.426, 1.851], [-1.288, -1.676, 2.166], [-1.138, -2.011, 3.574], [-0.766, -2.737, 1.304], [0.747, -2.933, 1.444], [1.379, -2.931, 0.134], [0.962, -4.055, -0.695], [2.841, -2.962, 0.244], [-3.341, -2.280, 2.077], [-2.779, -1.217, 0.781], [-3.050, -0.568, 2.419], [-1.669, -2.940, 3.831], [-1.537, -1.207, 4.194], [-0.084, -2.137, 3.821], [-0.986, -2.431, 0.275], [-1.303, -3.685, 1.473], [0.972, -3.847, 2.017], [1.165, -2.087, 1.990], [1.220, -5.021, -0.236], [1.463, -3.999, -1.662], [-0.117, -4.044, -0.867], [3.188, -3.935, 0.622], [3.181, -2.180, 0.920], [3.294, -2.780, -0.728], [-4.875, 3.345, 0.650], [-4.830, 2.156, -0.061], [-3.670, 1.325, -0.059], [-2.855, 1.971, 0.746], [-2.570, 3.021, 1.477], [-3.791, 3.769, 1.398], [-5.765, 3.956, 0.609], [-5.655, 1.805, -0.668], [-3.558, 0.401, -0.602], [-1.676, 3.318, 1.997], [-3.794, 4.701, 1.951], [-0.977, -2.566, -3.693], [-1.707, -1.460, -2.433], [-3.167, -2.462, -1.944], [-2.510, -0.209, -3.514], [-1.729, -2.881, -4.418], [-0.553, -3.448, -3.214], [-0.175, -2.050, -4.222], [-3.776, -2.722, -2.812], [-3.803, -1.937, -1.227], [-2.834, -3.384, -1.464], [-3.198, -0.675, -4.221], [-1.743, 0.330, -4.074], [-3.049, 0.540, -2.932]],
  "lowdin_charge": [1.963, 0.028, -0.267, -0.120, 0.017, -1.037, -0.256, 0.210, 0.061, -0.109, -0.277, 0.032, -0.294, 0.121, 0.070, -1.130, 0.135, 0.190, -0.357, 0.093, -0.269, -0.006, -0.015, 0.092, 0.093, 0.111, 0.091, 0.105, 0.100, 0.086, 0.092, 0.084, 0.092, 0.079, 0.072, -0.111, -0.278, -0.084, -0.229, -0.212, -0.294, -0.099, -0.078, 0.104, 0.040, 0.086, 0.100, 0.084, 0.083, 0.042, 0.133, 0.135, 0.082, 0.100, 0.087, 0.063, 0.098, 0.084, 0.075, -0.034, 0.012, 0.022, 0.135, 0.059, 0.022, 0.133, 0.141, 0.110, 0.144, 0.144, -0.274, 0.715, -0.291, -0.283, 0.054, 0.026, 0.040, 0.050, 0.020, 0.042, 0.051, 0.050, 0.020],
  "fmax_ev_per_a": 4.15,
  "total_charge": 1,
  "gap_ev": 5.0,
  "relative_energy_ev": 7.500
}



{
  "formula": "C3H5N2OS",
  "method": "ωB97M-V/def2-TZVPD",
  "species": ["C", "C", "C", "N", "N", "O", "S", "H", "H", "H", "H", "H"],
  "coordinates": [[1.381, -1.538, 1.121], [0.814, 0.030, -0.308], [0.140, 0.259, 0.869], [0.481, -0.805, 1.718], [1.593, -1.105, -0.123], [-2.923, 2.887, -2.346], [-1.680, 1.808, -2.273], [1.904, -2.434, 1.589], [-0.559, 0.932, 1.059], [-3.390, 2.703, -3.155], [-0.031, -1.106, 2.585], [2.270, -1.632, -0.737]],
  "lowdin_charge": [-0.104, 0.147, -0.014, 0.111, 0.097, -0.551, 0.604, 0.196, 0.073, 0.009, 0.219, 0.213],
  "fmax_ev_per_a": 4.75,
  "total_charge": 1,
  "gap_ev": [7.6, 5.6],
  "relative_energy_ev": 3.815
}



{
  "formula": "H24O12",
  "method": "ωB97M-V/def2-TZVPD",
  "species": ["O", "H", "H", "O", "H", "H", "O", "H", "H", "O", "H", "H", "O", "H", "H", "O", "H", "H", "O", "H", "H", "O", "H", "H", "O", "H", "H", "O", "H", "H", "O", "H", "H", "O", "H", "H"],
  "coordinates": [[-0.988, -0.810, -2.704], [-1.281, -0.620, -3.603], [-0.609, -1.709, -2.751], [2.994, 1.541, -0.939], [2.166, 1.401, -0.465], [2.776, 1.264, -1.841], [-1.856, 3.414, 1.582], [-1.191, 2.922, 1.086], [-1.398, 3.688, 2.384], [0.504, 3.170, -0.155], [-0.127, 3.855, -0.405], [1.358, 3.619, -0.136], [0.586, -0.170, 0.131], [0.774, -0.703, -0.650], [-0.225, 0.316, -0.070], [-0.298, 0.747, 3.719], [-1.104, 0.556, 4.206], [-0.581, 0.706, 2.793], [-2.144, 0.513, 1.506], [-2.750, 1.263, 1.553], [-2.519, -0.090, 0.840], [3.208, -0.438, 2.127], [2.555, -0.231, 1.449], [2.682, -0.621, 2.913], [-2.686, -1.531, -0.394], [-3.041, -2.374, -0.096], [-1.905, -1.739, -0.923], [0.527, -2.544, 1.882], [0.478, -1.783, 1.286], [0.010, -3.235, 1.460], [-0.006, -3.282, -1.750], [-0.742, -3.902, -1.815], [0.689, -3.664, -2.300], [1.710, 0.056, -3.118], [1.644, 0.462, -3.988], [0.789, -0.048, -2.815]],
  "lowdin_charge": [-0.057, 0.073, 0.022, -0.069, -0.017, -0.001, -0.061, -0.006, 0.051, -0.049, 0.047, 0.056, -0.035, 0.040, 0.044, -0.070, 0.029, -0.013, -0.066, 0.041, 0.010, -0.058, -0.008, 0.032, -0.040, 0.061, 0.002, -0.058, -0.017, 0.016, -0.032, 0.064, 0.073, -0.057, 0.053, 0.000],
  "smiles": "O.O.O.O.O.O.O.O.O.O.O.O",
  "fmax_ev_per_a": 0.48,
  "gap_ev": 9.5,
  "relative_energy_ev": 1.295
}



{
  "formula": "C4H8IN6",
  "method": "ωB97M-V/def2-TZVPD",
  "species": ["C", "C", "C", "C", "N", "N", "N", "N", "N", "N", "I", "H", "H", "H", "H", "H", "H", "H", "H"],
  "coordinates": [[0.845, 0.437, -0.622], [-0.917, -0.853, -1.629], [0.115, 0.435, 0.789], [0.330, -0.827, 1.784], [-0.945, -1.008, 2.318], [-1.824, -0.578, 1.561], [-1.828, 0.782, -0.377], [-1.379, 0.364, 0.683], [0.302, -0.071, -1.692], [2.001, 1.048, -0.698], [1.895, -0.447, 3.227], [-0.841, -1.544, -0.846], [-1.231, -1.041, -2.574], [0.372, 1.341, 1.384], [0.675, -1.767, 1.427], [-2.902, 0.689, -0.429], [0.724, 0.269, -2.681], [2.374, 1.587, 0.036], [2.235, 1.185, -1.660]],
  "lowdin_charge": [-0.283, 0.087, -0.144, -0.725, 0.002, 0.097, 0.130, -0.281, 0.046, 0.230, 0.877, 0.069, 0.053, 0.136, 0.057, 0.155, 0.243, 0.121, 0.129],
  "fmax_ev_per_a": 6.82,
  "total_charge": 1,
  "gap_ev": [7.3, 7.8],
  "relative_energy_ev": 2.926
}



{
  "formula": "C41H37BaN5O7PS",
  "method": "ωB97M-V/def2-TZVPD",
  "species": ["Ba", "O", "C", "C", "N", "C", "C", "O", "O", "C", "C", "O", "O", "H", "H", "H", "H", "H", "H", "H", "H", "H", "C", "N", "C", "C", "N", "C", "S", "C", "C", "C", "C", "C", "N", "H", "H", "H", "H", "H", "H", "H", "H", "H", "C", "C", "C", "C", "C", "C", "P", "C", "C", "C", "C", "C", "C", "C", "C", "C", "C", "C", "C", "H", "H", "H", "H", "H", "H", "H", "H", "H", "H", "H", "H", "H", "H", "H", "O", "C", "N", "C", "O", "C", "C", "C", "C", "C", "C", "H", "H", "H", "H"],
  "coordinates": [[-0.849, -0.282, 2.063], [3.204, -0.681, 1.149], [3.622, -1.559, 2.167], [3.047, -1.239, 3.543], [1.595, -1.342, 3.684], [1.125, -2.700, 3.371], [0.800, -3.010, 1.886], [0.689, -4.173, 1.537], [0.622, -1.971, 1.140], [1.233, -0.959, 5.048], [-0.279, -0.866, 5.324], [-0.723, -1.310, 6.374], [-0.950, -0.279, 4.398], [2.246, -0.850, 1.012], [4.708, -1.443, 2.248], [3.438, -2.609, 1.900], [3.341, -0.217, 3.799], [3.522, -1.923, 4.274], [0.204, -2.883, 3.933], [1.839, -3.468, 3.709], [1.647, 0.036, 5.241], [1.652, -1.659, 5.789], [1.786, 4.283, 4.816], [1.178, 4.542, 3.529], [0.634, 5.739, 3.125], [0.131, 5.547, 1.891], [0.367, 4.223, 1.543], [1.022, 3.585, 2.576], [1.600, 2.024, 2.737], [-0.086, 3.685, 0.300], [-0.230, 4.559, -0.780], [-0.731, 4.039, -1.955], [-1.061, 2.694, -2.018], [-0.862, 1.927, -0.886], [-0.368, 2.402, 0.258], [1.773, 5.210, 5.386], [2.808, 3.932, 4.681], [1.226, 3.508, 5.340], [0.640, 6.611, 3.753], [-0.417, 6.217, 1.259], [0.062, 5.595, -0.714], [-0.858, 4.681, -2.818], [-1.459, 2.241, -2.914], [-1.102, 0.873, -0.904], [-1.821, -1.081, -6.001], [-2.242, -0.444, -4.845], [-1.486, -0.555, -3.685], [-0.302, -1.285, -3.661], [0.098, -1.930, -4.828], [-0.650, -1.829, -5.986], [0.579, -1.287, -2.059], [2.089, -0.334, -2.489], [3.039, -0.803, -3.398], [4.143, -0.041, -3.731], [4.323, 1.211, -3.151], [3.402, 1.679, -2.233], [2.294, 0.907, -1.902], [1.257, -2.972, -1.944], [2.503, -3.208, -1.372], [2.935, -4.504, -1.149], [2.132, -5.582, -1.485], [0.883, -5.356, -2.040], [0.447, -4.059, -2.261], [-2.408, -1.008, -6.908], [-3.162, 0.127, -4.835], [-1.834, -0.075, -2.778], [1.000, -2.531, -4.825], [-0.324, -2.337, -6.885], [2.919, -1.785, -3.837], [4.870, -0.427, -4.435], [5.191, 1.806, -3.406], [3.546, 2.638, -1.751], [1.609, 1.276, -1.148], [3.131, -2.379, -1.070], [3.903, -4.667, -0.690], [2.468, -6.594, -1.294], [0.235, -6.189, -2.283], [-0.543, -3.901, -2.674], [-3.731, 2.839, 0.066], [-3.975, 1.686, 0.382], [-3.093, 0.781, 0.928], [-3.786, -0.395, 1.118], [-3.332, -1.453, 1.554], [-5.211, -0.241, 0.688], [-6.272, -1.125, 0.696], [-7.482, -0.648, 0.201], [-7.604, 0.657, -0.280], [-6.523, 1.532, -0.279], [-5.330, 1.046, 0.218], [-6.155, -2.132, 1.072], [-8.350, -1.295, 0.185], [-8.564, 0.988, -0.659], [-6.601, 2.546, -0.648]],
  "lowdin_charge": [1.957, -0.103, -0.251, -0.199, -0.199, -0.111, -0.688, 0.035, -0.408, -0.145, -0.701, 0.014, -0.405, 0.042, 0.117, 0.115, 0.100, 0.124, 0.130, 0.130, 0.109, 0.124, -0.050, -0.141, -0.050, -0.048, 0.017, -0.712, 0.664, -0.254, -0.005, -0.049, -0.045, -0.190, 0.107, 0.086, 0.081, 0.091, 0.116, 0.112, 0.101, 0.109, 0.098, 0.052, -0.098, -0.088, -0.112, -0.361, -0.091, -0.089, 1.130, -0.351, -0.099, -0.087, -0.096, -0.078, -0.087, -0.381, -0.099, -0.082, -0.095, -0.087, -0.096, 0.096, 0.101, 0.077, 0.100, 0.099, 0.097, 0.097, 0.095, 0.101, 0.080, 0.102, 0.102, 0.096, 0.098, 0.105, 0.049, -0.459, -0.022, -0.509, -0.071, -0.100, -0.002, -0.085, -0.088, -0.013, -0.098, 0.117, 0.095, 0.094, 0.112],
  "fmax_ev_per_a": 1.21,
  "total_charge": -1,
  "gap_ev": 7.9,
  "relative_energy_ev": 0.000
}



{
  "formula": "C5H7N2O2",
  "method": "ωB97M-V/def2-TZVPD",
  "species": ["C", "C", "C", "C", "C", "N", "N", "O", "O", "H", "H", "H", "H", "H", "H", "H"],
  "coordinates": [[2.884, -0.057, -0.411], [-1.517, -0.684, 0.253], [-0.254, -1.184, 0.748], [-0.449, 1.276, -1.156], [-1.113, 0.785, 0.041], [0.582, -0.009, 1.256], [-0.052, 1.026, 0.985], [3.288, 0.983, -0.283], [2.768, -1.186, -0.552], [-1.900, -1.106, -0.685], [-2.440, -0.779, 0.908], [-0.344, -2.077, 1.372], [0.298, -1.616, -0.183], [0.480, 0.717, -1.314], [-0.290, 2.365, -1.129], [-1.941, 1.546, 0.148]],
  "lowdin_charge": [-0.523, -0.221, -0.267, -0.183, -0.562, -0.060, -0.035, 0.216, 0.175, 0.095, 0.104, 0.085, 0.112, -0.030, -0.022, 0.114],
  "fmax_ev_per_a": 4.60,
  "total_charge": -1,
  "gap_ev": [5.1, 5.1],
  "relative_energy_ev": 4.619
}



{
  "formula": "CH4FN2",
  "method": "ωB97M-V/def2-TZVPD",
  "species": ["C", "N", "N", "F", "H", "H", "H", "H"],
  "coordinates": [[-0.207, -0.388, 0.695], [1.362, -0.520, -0.096], [-1.314, -0.062, 0.137], [-0.339, -0.830, 1.924], [1.653, 0.418, -0.505], [2.019, -0.754, 0.679], [-1.256, 0.283, -0.804], [-2.187, -0.159, 0.827]],
  "lowdin_charge": [-0.194, 0.152, 0.267, 0.179, 0.107, 0.087, 0.154, 0.248],
  "smiles": "NC(=[NH2+])F",
  "fmax_ev_per_a": 4.66,
  "total_charge": 1,
  "gap_ev": 11.6,
  "relative_energy_ev": 2.248
}



{
  "formula": "C3H8NO2",
  "method": "ωB97M-V/def2-TZVPD",
  "species": ["C", "C", "C", "N", "O", "O", "H", "H", "H", "H", "H", "H", "H", "H"],
  "coordinates": [[1.472, 0.031, -0.230], [-0.524, -1.226, 0.991], [0.072, 0.412, 0.030], [-0.703, 0.492, -1.257], [1.954, -0.205, -1.321], [-0.247, 1.449, 0.811], [2.026, 0.025, 0.753], [-0.833, -0.631, 1.781], [-1.350, -1.534, 0.372], [0.287, -1.928, 0.995], [-0.762, -0.577, -1.548], [-1.651, 0.945, -1.081], [-0.112, 1.238, -1.858], [0.372, 1.510, 1.563]],
  "lowdin_charge": [-0.215, 0.150, -0.478, 0.221, 0.106, 0.072, 0.163, 0.036, 0.052, 0.065, 0.229, 0.201, 0.243, 0.154],
  "fmax_ev_per_a": 4.92,
  "total_charge": 1,
  "gap_ev": 10.3,
  "relative_energy_ev": 3.733
}